1.
ORCA calculation (ωB97M-V/def2-TZVPD) on the molecule C4H6P2 at a distorted geometry.

The geometry in ORCA input format:
```
! RIJCOSX wB97M-V def2-TZVPD def2/J DEFGRID3
* xyz 0 1
P 1.96050 -1.37463 0.69348
C 0.62085 -0.48302 -0.12111
P 0.78797 1.17069 -0.63359
C -0.93241 1.56560 -0.44189
C -1.61547 0.65931 0.32762
C -0.85453 -0.45367 0.56386
H 2.79009 -1.89410 -0.30302
H 1.29255 -2.57501 0.92618
H 1.04502 1.52282 -1.96335
H -1.34404 2.48871 -0.74090
H -2.62663 0.73838 0.57865
H -1.12390 -1.36508 1.11406
*
```

Properties
Relative energy (zero: lowest compared OMol25 entry of this formula, charge and spin) = 35.20 kcal per mole
E = -838.60006 Eh
HOMO level = -7.7 eV
SMILES string = PC1=[PH]=CC=C1

These are the Mulliken partial charges, in e, on atoms 1 to 6: atom 1 (P): -0.08, atom 2 (C): 0.10, atom 3 (P): -0.09, atom 4 (C): -0.31, atom 5 (C): -0.63, atom 6 (C): -0.20


2.
ORCA calculation (ωB97M-V/def2-TZVPD) on a structure of composition C6H12N2O.

The geometry in ORCA input format:
```
! RIJCOSX wB97M-V def2-TZVPD def2/J DEFGRID3
* xyz 0 1
C -1.41852 -0.40219 0.99760
C -1.43503 1.45996 0.60708
C 1.16733 -1.34784 0.99939
C 1.90631 0.10083 -1.49764
N -2.48404 0.48157 0.67862
C 0.12720 -0.85948 0.03044
N -0.98813 1.90857 -0.56284
C 0.45412 -0.17165 -1.14874
O -1.13826 -1.47091 0.13773
H -3.14515 0.61246 1.43605
H -1.24738 -0.61849 2.04911
H -1.03547 1.88033 1.52512
H -1.66799 1.67221 -1.28529
H -0.09196 1.09516 -0.90398
H -0.18863 -0.42856 -1.98854
H 0.71735 -1.72396 1.91673
H 1.73165 -2.16829 0.54265
H 1.87800 -0.56080 1.25280
H 2.42329 0.63907 -0.70032
H 1.96718 0.72087 -2.39307
H 2.46813 -0.81886 -1.69288
*
```

Properties
Relative energy (zero: lowest compared OMol25 entry of this formula, charge and spin) = 108.93 kcal per mole
E = -420.41030 Eh
HOMO level = -8.4 eV

These are the Mulliken partial charges, in e, on atoms 1 to 6: atom 1 (C): -0.45, atom 2 (C): -0.16, atom 3 (C): -1.41, atom 4 (C): -1.38, atom 5 (N): -0.51, atom 6 (C): 1.10


3.
ORCA calculation (ωB97M-V/def2-TZVPD) on the molecule C22H21N3O6S2 at a distorted geometry.

The geometry in ORCA input format:
```
! RIJCOSX wB97M-V def2-TZVPD def2/J DEFGRID3
* xyz 0 1
O -1.60701 0.16850 -4.13284
C -0.62723 0.84218 -3.93752
C -0.51280 2.31244 -4.36419
N -0.40119 3.09865 -3.14631
C -1.14059 2.71698 -2.02538
C -2.43554 2.26112 -1.98664
C -2.98713 1.86864 -0.75372
C -2.28201 1.91184 0.42098
C -0.95493 2.38921 0.42152
C -0.09974 2.46457 1.54223
C 1.18855 2.91982 1.41718
C 1.71796 3.32136 0.17498
C 0.90239 3.24933 -0.91522
C -0.41496 2.79914 -0.81425
S 1.17097 3.58951 -2.64542
O 1.34945 4.97418 -2.93076
O 2.12998 2.68367 -3.23457
N 0.46043 0.45317 -3.19164
C 0.37211 -0.14527 -1.93782
C -0.79835 -0.75009 -1.47958
C -0.91750 -1.07205 -0.14112
C 0.13626 -0.83563 0.72079
S -0.08294 -1.08075 2.47662
O -1.46272 -0.85700 2.79579
O 0.91245 -0.31449 3.16846
N 0.23953 -2.68696 2.78192
C 1.61026 -3.09372 2.57124
C 1.80065 -4.47039 3.21358
O 0.88814 -5.40433 2.68522
C -0.44256 -4.99405 2.89851
C -0.70742 -3.63628 2.24246
C 1.33874 -0.33608 0.25555
C 1.46022 0.00985 -1.07379
H 0.38336 2.50022 -4.95750
H -1.40003 2.60800 -4.92991
H -3.02370 2.17562 -2.88564
H -4.00324 1.50428 -0.75110
H -2.71608 1.56726 1.34612
H -0.46748 2.13635 2.50214
H 1.82394 2.95729 2.28794
H 2.73611 3.66619 0.09174
H 1.28346 1.05198 -3.29201
H -1.62203 -0.90319 -2.15719
H -1.84069 -1.46494 0.25313
H 2.24891 -2.34762 3.04265
H 1.84174 -3.15570 1.49597
H 2.79636 -4.86247 3.00153
H 1.65975 -4.38189 4.30027
H -1.07479 -5.76679 2.45890
H -0.64357 -4.91796 3.97663
H -1.70668 -3.27254 2.47908
H -0.59254 -3.73083 1.15110
H 2.14255 -0.17482 0.95564
H 2.37117 0.45449 -1.44575
*
```

Properties
Relative energy (zero: lowest compared OMol25 entry of this formula, charge and spin) = 0.00 kcal per mole
E = -2263.03456 Eh
HOMO level = -8.6 eV
SMILES string = O=C(CN1c2cccc3cccc(c23)S1(=O)=O)Nc1ccc(S(=O)(=O)N2CCOCC2)cc1

These are the Mulliken partial charges, in e, on atoms 1 to 6: atom 1 (O): -0.56, atom 2 (C): 0.37, atom 3 (C): -0.83, atom 4 (N): -0.08, atom 5 (C): -0.03, atom 6 (C): -0.71


4.
ORCA calculation (ωB97M-V/def2-TZVPD) on a structure of composition C17H14BrN2O8Pt at a distorted geometry.

The geometry in ORCA input format:
```
! RIJCOSX wB97M-V def2-TZVPD def2/J DEFGRID3
* xyz -1 1
Pt 0.18625 1.33725 0.23450
O 5.03891 -0.06720 3.66098
C 4.00846 0.45175 2.94772
C 4.16862 0.82168 1.61299
C 3.07381 1.30259 0.92225
N 1.89231 1.41679 1.51246
C 1.71872 1.09497 2.78880
C 2.76182 0.61059 3.55671
C 0.28328 1.34460 3.30368
O 0.06204 1.24368 4.49984
O -0.54085 1.67160 2.39899
C 3.12549 1.77371 -0.55267
O 4.22454 1.83455 -1.08698
O 2.00907 2.08459 -1.03852
H 5.80529 -0.16380 3.08095
H 5.11408 0.72679 1.09611
H 2.59666 0.34709 4.58883
C -3.38401 1.23586 0.19046
C -3.31747 0.96018 -1.31957
C -2.35107 2.04005 -1.84312
O -1.74733 2.62779 -0.70517
C -2.74117 2.61830 0.30478
H -2.76565 0.52307 0.73736
H -4.39944 1.21107 0.58216
H -4.29469 1.05412 -1.79273
H -2.93293 -0.03631 -1.52047
H -2.90493 2.81548 -2.39805
H -1.55609 1.64244 -2.47270
H -3.47527 3.41259 0.09219
H -2.25013 2.79095 1.26053
Br -1.47401 -6.33895 -0.92779
C -0.95313 -4.70901 -1.75802
C -0.79180 -4.66040 -3.13480
N -0.43207 -3.55255 -3.75687
C -0.22626 -2.45768 -3.04505
C -0.38441 -2.40724 -1.66295
C -0.75004 -3.57273 -0.99949
C -0.23549 -1.12611 -0.88768
O -0.22357 -1.18263 0.35201
O -0.17754 -0.05899 -1.55283
H -0.96182 -5.53416 -3.75188
H 0.07091 -1.57477 -3.59123
H -0.86909 -3.55159 0.07426
*
```

Properties
Relative energy (zero: lowest compared OMol25 entry of this formula, charge and spin) = 50.65 kcal per mole
E = -4061.05575 Eh
HOMO level (alpha / beta) = -5.3 / -5.3 eV

These are the Mulliken partial charges, in e, on atoms 1 to 6: atom 1 (Pt): 1.44, atom 2 (O): -0.53, atom 3 (C): 1.19, atom 4 (C): -0.26, atom 5 (C): -0.25, atom 6 (N): -0.26


5.
ORCA calculation (ωB97M-V/def2-TZVPD) on a cluster of 6 separate species, C2H18NO5 in total at a distorted geometry.

The geometry in ORCA input format:
```
! RIJCOSX wB97M-V def2-TZVPD def2/J DEFGRID3
* xyz 1 1
C -1.13859 -0.37904 -2.13188
C -1.86762 0.71243 -1.29225
N -1.17643 0.81104 0.05952
H -1.87061 -0.88257 -2.74508
H -0.39923 0.18473 -2.71098
H -0.48630 -0.94340 -1.47247
H -1.88720 1.71839 -1.68890
H -2.84058 0.32951 -0.98958
H -1.08498 -0.09384 0.54723
H -1.69874 1.38892 0.72832
H -0.19160 1.17591 0.01572
H 3.24057 -0.65179 1.75374
H 3.14382 -1.23023 0.29615
O 3.14242 -0.42326 0.82718
H -0.80328 -2.40163 1.27956
H 0.56140 -1.83679 1.57738
O -0.19345 -1.71251 0.98578
H 1.92820 2.41133 0.14701
H 2.07410 0.89196 0.35328
O 1.40986 1.61691 0.30922
H -3.87170 3.10026 1.92747
H -2.87541 3.95466 1.22418
O -3.21026 3.05123 1.22523
H 3.94656 -3.29966 -0.54265
H 2.73006 -4.06828 0.06999
O 3.41899 -3.42427 0.24683
*
```

Properties
Relative energy (zero: lowest compared OMol25 entry of this formula, charge and spin) = 2.91 kcal per mole
E = -517.74620 Eh
HOMO level = -14.9 eV

These are the Mulliken partial charges, in e, on atoms 1 to 6: atom 1 (C): -0.91, atom 2 (C): -0.37, atom 3 (N): -0.21, atom 4 (H): 0.34, atom 5 (H): 0.30, atom 6 (H): 0.22


6.
ORCA calculation (ωB97M-V/def2-TZVPD) on a structure of composition C19H10AgCl6N3O6 at a distorted geometry.

The geometry in ORCA input format:
```
! RIJCOSX wB97M-V def2-TZVPD def2/J DEFGRID3
* xyz -2 1
Ag 0.50875 -1.87709 -0.46628
N -0.11088 -4.40396 -0.47054
C 0.77170 -5.08077 0.48445
C 1.09633 -4.18805 1.72435
O 1.19261 -4.78240 2.81302
O 1.26705 -2.96542 1.48450
H -1.05615 -4.37619 -0.11048
H -0.13753 -4.89219 -1.35633
H 1.73058 -5.26754 -0.00646
H 0.37256 -6.03482 0.84477
O 5.34057 1.03071 -2.24836
C 4.66411 2.06366 -1.82128
O 5.11053 3.19775 -1.82865
C 3.28461 1.76727 -1.34071
C 2.42823 2.64263 -0.70567
Cl 2.69550 4.29611 -0.39601
N 1.26934 1.96816 -0.42529
N 1.34329 0.70889 -0.89824
C 2.53346 0.56505 -1.43167
C 2.93044 -0.76230 -2.05222
O 4.16090 -0.87868 -2.33633
O 2.04041 -1.59319 -2.27407
C 0.06408 2.40242 0.16799
C -0.02782 3.48927 0.94545
C -1.31644 4.04994 1.31789
C -2.47084 3.47623 0.98788
C -2.49767 2.12903 0.35798
C -1.14012 1.56307 -0.15907
H 4.73649 0.14514 -2.26003
H 0.85175 4.03187 1.24362
H -1.30679 4.99740 1.84428
H -3.42195 3.93356 1.23386
H -3.28350 2.06948 -0.39685
H -1.12845 1.31199 -1.22067
Cl -3.00264 -2.82454 -1.38765
C -2.74787 -1.47273 -0.27976
C -1.51614 -0.95441 -0.19115
C -1.36201 0.25683 0.69213
Cl -0.06192 -0.10806 1.86408
C -2.65416 0.90827 1.33624
Cl -2.50585 1.35645 3.06786
C -3.90656 0.11975 1.16457
Cl -5.34693 0.78560 1.86634
C -3.94311 -0.98353 0.40376
Cl -5.44793 -1.82066 0.21875
*
```

Properties
Relative energy (zero: lowest compared OMol25 entry of this formula, charge and spin) = 55.95 kcal per mole
E = -4253.93868 Eh
HOMO level = -2.2 eV

These are the Mulliken partial charges, in e, on atoms 1 to 6: atom 1 (Ag): 0.12, atom 2 (N): -0.33, atom 3 (C): -0.46, atom 4 (C): 0.49, atom 5 (O): -0.77, atom 6 (O): -0.63


7.
ORCA calculation (ωB97M-V/def2-TZVPD) on the molecule CH4ClN2P at a distorted geometry.

The geometry in ORCA input format:
```
! RIJCOSX wB97M-V def2-TZVPD def2/J DEFGRID3
* xyz 0 1
H 2.89907 -0.53157 -1.37002
N 3.06606 -0.78762 -0.41198
P 1.74704 -1.02473 0.59708
Cl 2.55751 -2.08805 2.02233
N 0.13028 -0.84381 1.12794
C -0.72752 0.03714 0.47769
H -1.64566 -0.62932 0.28933
H -0.36978 0.70761 -0.42205
H -0.98419 0.95810 1.12515
*
```

Properties
Relative energy (zero: lowest compared OMol25 entry of this formula, charge and spin) = 11.56 kcal per mole
E = -951.47809 Eh
HOMO level = -9.3 eV
SMILES string = [H]/N=P(/Cl)=N\C

These are the Mulliken partial charges, in e, on atoms 1 to 6: atom 1 (H): 0.23, atom 2 (N): -0.58, atom 3 (P): 0.77, atom 4 (Cl): -0.15, atom 5 (N): -0.38, atom 6 (C): -0.59


8.
ORCA calculation (ωB97M-V/def2-TZVPD) on the molecule C6H10O at a distorted geometry.

The geometry in ORCA input format:
```
! RIJCOSX wB97M-V def2-TZVPD def2/J DEFGRID3
* xyz 0 1
C -2.06962 -0.04975 0.64589
C -1.03254 0.91578 0.11533
C 0.24575 1.16691 0.86817
C 0.27760 0.44498 -0.44884
C 0.62215 -1.01402 -0.50464
C 2.00669 -1.39003 -0.82260
O 2.82873 -0.40292 -1.15480
H -2.75769 0.46028 1.32911
H -1.61353 -0.87656 1.20078
H -2.66341 -0.48380 -0.16721
H -1.45694 1.78234 -0.38724
H 0.64232 2.17640 0.91696
H 0.41878 0.57633 1.76626
H 0.67047 1.01214 -1.28938
H 0.04448 -1.56536 -1.26702
H 0.42078 -1.55235 0.43272
H 3.41602 -1.20036 -1.23351
*
```

Properties
Relative energy (zero: lowest compared OMol25 entry of this formula, charge and spin) = 82.21 kcal per mole
E = -309.71136 Eh
HOMO level = -8.3 eV

These are the Mulliken partial charges, in e, on atoms 1 to 6: atom 1 (C): -1.38, atom 2 (C): 0.18, atom 3 (C): -0.79, atom 4 (C): 0.00, atom 5 (C): -0.19, atom 6 (C): -0.97


The lowest relative energy (zero: lowest compared OMol25 entry of this formula, charge and spin) belongs to which entry? C22H21N3O6S2